# 1
The following is a quantum chemistry calculation of 10 unconnected molecules or ions with the total composition C15H33Cl18N3O4PS, from the OMol25 dataset.

Results
- orbital gap (eV) = 9.716
- highest occupied orbital energy (Ha) = -0.4445
- charge = +1
- calculated total energy (eV) = -274273.380

Cartesian coordinates (Å):
C: -0.480 -1.976 1.070
C: -1.256 -1.256 -0.032
O: -2.082 -0.198 0.466
C: -0.368 -0.694 -1.139
O: 0.800 -0.040 -0.555
N: 1.076 1.142 -1.176
C: 0.443 2.241 -0.828
N: -0.609 2.329 0.066
C: -1.589 3.108 -0.777
C: -0.629 4.223 -1.318
P: -1.223 4.883 -2.931
O: -1.082 6.494 -2.847
O: -0.054 4.384 -3.916
S: -3.012 4.335 -3.398
N: 0.676 3.495 -1.383
H: -0.224 -2.979 0.715
H: 0.439 -1.472 1.363
H: -1.105 -2.069 1.955
H: -1.900 -2.004 -0.510
H: -2.261 -0.362 1.392
H: -0.045 -1.512 -1.792
H: -0.901 0.028 -1.761
H: 1.806 1.150 -1.872
H: -0.949 1.437 0.425
H: -2.483 3.428 -0.259
H: -1.803 2.484 -1.649
H: -0.509 5.034 -0.594
H: -1.954 6.834 -2.633
H: -0.017 4.953 -4.701
H: 1.133 3.456 -2.289
C: -3.503 -2.743 4.158
Cl: -2.762 -3.799 2.949
Cl: -2.954 -1.063 4.000
H: -4.576 -2.766 4.023
H: -3.227 -3.100 5.141
C: 3.945 5.660 -0.467
Cl: 2.679 6.028 -1.647
Cl: 4.335 3.932 -0.441
H: 4.835 6.218 -0.731
H: 3.573 5.946 0.515
C: -1.336 -5.697 -0.228
Cl: 0.407 -5.418 -0.143
Cl: -2.099 -4.730 -1.497
H: -1.510 -6.742 -0.443
H: -1.777 -5.423 0.723
C: 2.767 -7.592 1.804
Cl: 1.510 -8.065 2.955
Cl: 3.375 -8.964 0.874
H: 2.344 -6.870 1.117
H: 3.591 -7.160 2.358
C: -4.647 -7.136 -3.157
Cl: -3.415 -7.893 -2.139
Cl: -4.251 -7.247 -4.872
H: -5.589 -7.642 -2.983
H: -4.713 -6.090 -2.885
C: 1.199 4.559 2.610
Cl: 2.169 6.030 2.460
Cl: 2.027 3.321 3.550
H: 0.271 4.811 3.109
H: 1.008 4.178 1.614
C: -1.132 5.012 -7.815
Cl: -0.306 6.546 -7.526
Cl: -0.343 3.686 -6.944
H: -2.149 5.097 -7.453
H: -1.113 4.791 -8.875
C: 3.100 1.576 7.267
Cl: 1.401 1.271 7.635
Cl: 3.535 1.024 5.641
H: 3.280 2.642 7.323
H: 3.712 1.042 7.982
C: 3.406 -3.560 2.347
Cl: 1.826 -3.957 3.029
Cl: 3.541 -3.993 0.634
H: 3.559 -2.494 2.443
H: 4.167 -4.105 2.892

Cartesian forces (eV/Å) of the 2 atoms listed first:
C 0.062 0.054 -0.309
C 0.105 -0.243 -0.109

---

# 2
The following is a quantum chemistry calculation of 2 unconnected molecules or ions with the total composition CH3Br, from the OMol25 dataset.

Results
- relative energy (zero: lowest compared OMol25 entry of this formula, charge and spin) (kJ/mol) = 447.8
- orbital gap (spin up / spin down) (eV) = 10.257 / 8.071
- highest occupied orbital energy (spin up / spin down) (Ha) = -0.3827 / -0.3073
- calculated total energy (eV) = -71123.129

Cartesian coordinates (Å):
C: -0.443 -0.482 -0.852
Br: -2.024 -1.300 -0.524
H: -0.706 -0.184 1.966
H: 0.281 -0.746 -0.135
H: -0.515 0.195 -1.607

Cartesian forces (eV/Å) of the 2 atoms listed first:
C -0.469 -1.452 1.355
Br -1.269 -0.709 0.103

---

# 3
The following is a quantum chemistry calculation of a molecular structure, C6H15CrF4MnNO2, from the OMol25 dataset.

Results
- relative energy (zero: lowest compared OMol25 entry of this formula, charge and spin) (kJ/mol) = 0.0
- orbital gap (spin up / spin down) (eV) = 7.110 / 7.100
- highest occupied orbital energy (spin up / spin down) (Ha) = -0.4746 / -0.4746
- multiplicity = 9
- charge = +1
- calculated total energy (eV) = -82655.798

Cartesian coordinates (Å):
Mn: 1.045 5.671 0.543
Cr: -0.657 1.925 -0.030
F: -0.058 3.829 -0.017
F: -1.680 2.156 -1.628
F: 0.704 1.641 1.333
F: 2.044 4.654 1.789
C: 1.586 2.202 -2.179
O: 0.709 1.311 -1.458
C: 0.774 -0.045 -1.915
C: -0.515 -0.732 -1.421
N: -0.706 -0.258 -0.006
C: -1.792 -1.016 0.675
C: -1.400 -2.281 1.448
O: -0.021 -2.197 1.647
C: 0.540 -3.207 2.454
H: 1.085 3.166 -2.122
H: 1.667 1.889 -3.216
H: 2.533 2.243 -1.644
H: 1.634 -0.536 -1.464
H: 0.641 -0.048 -2.995
H: -0.540 -1.819 -1.342
H: -1.417 -0.417 -1.945
H: 0.058 -0.690 0.531
H: -2.762 -1.047 0.188
H: -1.844 -0.316 1.526
H: -1.666 -3.160 0.837
H: -2.065 -2.460 2.298
H: 1.627 -3.185 2.441
H: 0.276 -4.236 2.189
H: 0.201 -3.036 3.480

Cartesian forces (eV/Å) of the 2 atoms listed first:
Mn 0.297 -3.278 1.304
Cr 3.124 -1.276 -1.078

---

# 4
The following is a quantum chemistry calculation of a molecular structure, C27H41N4O6PdSSbSi3, from the OMol25 dataset.

Results
- orbital gap (spin up / spin down) (eV) = 7.626 / 6.471
- highest occupied orbital energy (spin up / spin down) (Ha) = -0.2844 / -0.2958
- multiplicity = 3
- calculated total energy (eV) = -91397.005

Cartesian coordinates (Å):
Pd: 0.860 1.362 0.753
N: -5.077 4.232 -4.862
C: -4.282 3.810 -3.804
C: -2.906 3.646 -3.968
C: -2.110 3.269 -2.899
C: -2.680 3.055 -1.655
C: -4.052 3.210 -1.480
C: -4.845 3.588 -2.541
S: -1.720 2.552 -0.268
O: -0.334 2.480 -0.821
O: -1.901 3.529 0.785
N: -2.203 1.184 0.240
C: -1.845 0.010 -0.363
N: -0.541 -0.355 -0.325
C: -0.201 -1.508 -0.896
C: -1.131 -2.337 -1.491
C: -2.448 -1.907 -1.430
N: -2.815 -0.760 -0.879
H: -4.710 4.068 -5.784
H: -6.059 4.026 -4.785
H: -2.459 3.818 -4.940
H: -1.044 3.140 -3.028
H: -4.494 3.025 -0.508
H: -5.914 3.712 -2.402
H: 0.843 -1.791 -0.840
H: -0.848 -3.274 -1.947
H: -3.248 -2.518 -1.838
O: 3.312 -1.986 1.253
C: 2.894 -0.884 0.934
O: 1.928 -0.277 1.553
C: 3.587 -0.116 -0.173
C: 4.957 0.067 -0.078
C: 5.673 0.779 -1.046
C: 4.960 1.269 -2.109
O: 5.416 1.987 -3.182
C: 4.267 2.294 -3.970
O: 3.138 1.657 -3.370
C: 3.597 1.072 -2.223
C: 2.875 0.394 -1.273
H: 5.479 -0.368 0.765
H: 6.742 0.930 -0.966
H: 4.406 1.904 -4.978
H: 4.109 3.373 -3.976
H: 1.819 0.242 -1.410
C: 0.881 0.509 6.465
Si: 1.027 -0.247 4.753
C: 2.828 -0.618 4.436
C: 0.001 -1.806 4.616
Sb: -0.181 1.320 3.090
Si: -2.211 2.655 4.027
C: -2.234 2.355 5.877
C: -3.672 1.815 3.230
C: -2.196 4.491 3.711
Si: 1.995 3.218 1.619
C: 0.961 4.703 2.054
C: 3.234 2.894 2.977
C: 2.909 3.556 0.013
H: 1.080 -0.273 7.206
H: -0.095 0.942 6.691
H: 1.638 1.287 6.596
H: 3.346 -0.617 5.401
H: 3.333 0.073 3.767
H: 2.911 -1.604 3.977
H: 0.390 -2.563 5.305
H: 0.065 -2.209 3.603
H: -1.051 -1.633 4.858
H: -2.204 1.294 6.132
H: -3.177 2.758 6.263
H: -1.419 2.866 6.394
H: -3.800 0.800 3.612
H: -3.552 1.759 2.148
H: -4.580 2.383 3.458
H: -1.627 5.028 4.473
H: -3.240 4.815 3.782
H: -1.841 4.758 2.719
H: 0.417 4.566 2.991
H: 0.243 4.954 1.273
H: 1.652 5.544 2.191
H: 2.779 2.958 3.969
H: 4.011 3.665 2.919
H: 3.720 1.922 2.876
H: 2.291 3.431 -0.877
H: 3.797 2.929 -0.077
H: 3.222 4.607 0.053

Cartesian forces (eV/Å) of the 2 atoms listed first:
Pd -0.316 -0.519 -0.518
N 0.009 0.026 0.023

---

Copy entry 2 word for word.
The following is a quantum chemistry calculation of 2 unconnected molecules or ions with the total composition CH3Br, from the OMol25 dataset.

Results
- relative energy (zero: lowest compared OMol25 entry of this formula, charge and spin) (kJ/mol) = 447.8
- orbital gap (spin up / spin down) (eV) = 10.257 / 8.071
- highest occupied orbital energy (spin up / spin down) (Ha) = -0.3827 / -0.3073
- calculated total energy (eV) = -71123.129

Cartesian coordinates (Å):
C: -0.443 -0.482 -0.852
Br: -2.024 -1.300 -0.524
H: -0.706 -0.184 1.966
H: 0.281 -0.746 -0.135
H: -0.515 0.195 -1.607

Cartesian forces (eV/Å) of the 2 atoms listed first:
C -0.469 -1.452 1.355
Br -1.269 -0.709 0.103